Arrangement P

A single C3H5FS molecule, computed with ωB97M-V/def2-TZVPD.

* HOMO level: -9.17 eV
* 2S+1: 1
* HOMO-LUMO gap: 10.0 eV
* structure (SMILES): C=C(F)CS

Each line ends with the Mulliken charge.
Geometry (Å):
H: 0.69 0.37 1.39  0.398
H: 2.52 0.68 -0.14  0.125
S: 2.03 -0.43 -0.61  -0.177
F: -1.04 -1.56 -0.48  -0.249
C: -0.69 -0.36 -0.17  0.445
C: -1.32 0.68 -0.52  -0.668
H: -2.28 0.57 -1.04  0.274
H: 0.38 -1.28 1.24  0.298
C: 0.64 -0.39 0.64  -0.674
H: -0.93 1.71 -0.33  0.227

=====

Arrangement Q

A single C3H5FS molecule, computed with ωB97M-V/def2-TZVPD.

* HOMO level: -8.82 eV
* 2S+1: 1
* HOMO-LUMO gap: 9.6 eV
* structure (SMILES): FC[C@@H]1CS1

Each line ends with the Mulliken charge.
Geometry (Å):
C: -0.55 0.18 -1.07  -0.354
H: 1.36 -0.64 1.78  0.301
S: -1.07 0.09 1.81  -0.182
C: 0.58 -0.59 0.95  -0.604
C: 0.05 0.60 0.28  -0.063
H: 0.60 1.66 0.40  0.344
H: -1.22 1.02 -1.52  0.287
H: 0.26 0.27 -1.77  0.285
H: 0.80 -1.59 0.32  0.220
F: -0.82 -1.00 -1.17  -0.236

=====

Name the most stable of them. arrangement P.

=====

Arrangement P

2 unconnected molecules or ions with the total composition C10H15BrNP, computed with ωB97M-V/def2-TZVPD.

* HOMO level (alpha / beta): -7.33 / -8.69 eV
* 2S+1: 1
* HOMO-LUMO gap (alpha / beta): 7.1 / 8.0 eV

Each line ends with the Mulliken charge.
Geometry (Å):
C: -2.82 0.44 -1.18  -0.179
C: 1.08 0.96 1.48  -1.381
C: -3.10 1.61 -1.74  -0.565
P: -1.80 -1.04 1.04  0.112
H: 1.52 -3.68 -0.69  0.491
C: 1.43 0.05 0.33  -0.136
H: -3.30 1.76 -2.89  0.198
H: -3.52 3.73 -1.31  0.427
H: -2.09 1.54 1.85  0.420
H: 2.24 -2.46 0.28  0.433
H: 1.86 0.79 2.21  0.404
H: 2.02 0.67 -0.34  0.250
Br: -2.55 -2.70 -0.17  -0.256
H: 0.34 0.51 2.06  0.335
H: -2.75 -0.52 -1.79  0.183
H: 2.10 -0.65 0.83  0.222
H: 0.79 -3.24 0.69  0.270
C: 1.37 -2.86 -0.13  -1.313
H: 1.41 -1.68 -1.84  0.353
C: 0.71 -1.79 -1.07  -0.474
C: -2.42 1.60 0.85  -0.368
H: -0.19 -2.32 -1.41  0.206
N: 0.39 -0.56 -0.44  -0.035
C: -3.14 2.82 -1.01  -0.421
C: -2.39 0.45 0.14  0.840
H: 0.82 1.93 1.26  0.333
H: -2.68 3.77 0.78  0.421
C: -2.75 2.82 0.32  -0.771

=====

Arrangement Q

A single C10H15BrNP molecule, computed with ωB97M-V/def2-TZVPD.

* HOMO level: -7.96 eV
* 2S+1: 1
* HOMO-LUMO gap: 8.4 eV
* structure (SMILES): CCN(CC)P(Br)c1ccccc1

Each line ends with the Mulliken charge.
Geometry (Å):
H: 0.94 -2.00 -1.83  0.273
C: 1.34 -1.00 -1.71  -0.263
C: 2.69 -1.07 -1.38  -0.636
H: -2.77 -1.29 -0.25  0.374
H: -3.74 0.94 1.61  0.266
H: 1.19 -0.72 1.05  0.185
H: 3.46 2.15 -0.90  0.359
C: 2.84 1.24 -0.96  -0.521
H: 0.97 2.19 -1.23  0.580
H: 1.41 0.73 2.07  0.301
C: 0.84 -0.14 1.87  -0.959
C: 3.47 0.02 -0.99  -0.509
C: 1.49 1.32 -1.14  -0.459
H: 0.81 -0.72 2.81  0.375
C: -3.73 0.39 0.63  -0.990
P: -1.08 0.33 -1.48  -0.072
H: 4.56 0.02 -0.81  0.364
H: -2.69 -1.33 1.42  0.543
H: -4.59 -0.34 0.58  0.335
H: -3.71 1.12 -0.09  0.354
H: -1.09 0.42 2.40  0.504
Br: -1.81 -1.43 -2.64  -0.261
H: -0.40 1.50 1.26  0.411
C: -0.57 0.50 1.51  -0.708
N: -1.18 -0.32 0.46  -0.097
C: 0.72 0.21 -1.48  0.822
C: -2.56 -0.72 0.56  -0.878
H: 3.22 -2.01 -1.36  0.306

=====

Name the most stable of them. arrangement Q.

=====

Arrangement P

2 unconnected molecules or ions with the total composition FH3O3SSi, computed with ωB97M-V/def2-TZVPD.

* HOMO level: -11.06 eV
* 2S+1: 1
* HOMO-LUMO gap: 10.1 eV

Each line ends with the Mulliken charge.
Geometry (Å):
H: 1.66 1.86 1.71  -0.055
O: -0.86 0.75 -2.64  -0.431
S: -1.09 -0.64 -2.48  0.752
H: -1.15 -0.44 -0.21  0.428
H: 1.78 0.01 3.22  -0.054
O: -0.24 0.08 1.53  -0.342
O: -1.54 -0.93 -0.95  -0.392
Si: 0.99 0.65 2.17  0.395
F: 0.46 -1.34 -2.34  -0.301

=====

Arrangement Q

A molecular structure, FH3O3SSi, computed with ωB97M-V/def2-TZVPD.

* HOMO level: -11.06 eV
* 2S+1: 1
* HOMO-LUMO gap: 8.7 eV

Each line ends with the Mulliken charge.
Geometry (Å):
O: 2.53 -1.01 0.20  -0.446
Si: 1.24 0.01 -0.04  0.690
H: 1.32 0.74 1.13  -0.097
F: 0.05 -1.30 0.28  -0.396
H: 1.40 0.59 -1.32  -0.092
S: 4.36 1.26 -0.21  0.643
H: 3.74 -0.69 -0.01  0.440
O: 4.73 0.30 -1.16  -0.375
O: 4.79 0.81 1.10  -0.365

=====

Name the most stable of them. arrangement P.

=====

Arrangement P

A single C9H15N3O6 molecule, computed with ωB97M-V/def2-TZVPD.

* HOMO level: -9.47 eV
* 2S+1: 1
* HOMO-LUMO gap: 9.7 eV
* structure (SMILES): NC(=O)CC[C@H](N)C(=O)N[C@@H](CC(=O)O)C(=O)O

Each line ends with the Mulliken charge.
Geometry (Å):
C: 2.32 -0.06 0.32  0.378
N: -0.23 0.38 0.17  -0.177
C: -1.44 -2.92 -1.28  0.260
N: -1.16 -4.24 -1.76  -0.502
C: 1.08 1.45 2.00  -1.000
O: 1.92 -0.94 -0.76  -0.560
O: -1.29 2.29 -0.80  -0.642
H: -0.22 -4.35 -2.28  0.317
C: 1.00 0.86 0.64  0.028
C: 2.31 2.39 2.09  0.579
H: -3.50 0.61 -1.04  0.563
C: -1.35 1.10 -0.38  -0.016
H: -4.00 -1.27 0.19  0.308
H: -2.79 0.52 -3.00  0.321
H: 1.15 0.77 2.78  0.468
H: 1.37 1.57 -0.24  0.289
H: -3.06 -3.48 -0.18  0.348
N: -2.54 -0.27 -2.27  -0.631
O: 2.92 2.69 1.08  -0.471
H: -3.39 -2.38 -1.67  0.389
C: -2.87 -1.20 -0.02  -0.985
H: -2.53 -0.89 1.04  0.364
H: -0.45 -0.60 0.68  0.450
O: 3.38 0.05 0.85  -0.520
H: -2.10 -4.61 -2.14  0.291
O: -0.57 -1.90 -1.18  -0.611
H: 0.15 1.91 2.37  0.421
C: -2.71 -2.52 -0.77  -0.454
H: 0.77 -0.79 -0.76  0.651
H: 2.97 3.96 3.45  0.352
C: -2.50 0.17 -0.91  0.106
O: 2.34 3.16 3.35  -0.521
H: -1.60 -0.50 -2.68  0.206

=====

Arrangement Q

A single C9H15N3O6 molecule, computed with ωB97M-V/def2-TZVPD.

* HOMO level: -9.38 eV
* 2S+1: 1
* HOMO-LUMO gap: 9.7 eV
* structure (SMILES): NC(=O)CC[C@H](N)C(=O)N[C@@H](CC(=O)O)C(=O)O

Each line ends with the Mulliken charge.
Geometry (Å):
O: 4.01 0.14 0.37  -0.675
O: -3.36 -1.77 -0.70  -0.567
C: -1.11 2.34 -0.02  0.448
C: 3.06 0.69 -0.21  0.462
N: 0.75 -2.98 0.82  -0.651
H: -1.53 0.98 -1.63  0.324
C: 1.89 -1.48 -0.75  -1.027
H: -2.92 1.73 -1.00  0.531
C: -2.15 0.09 0.27  0.150
N: -0.97 -0.81 0.16  -0.118
H: 1.88 2.37 -0.28  0.407
N: 2.83 2.03 -0.08  -0.409
H: 1.17 -1.92 -1.45  0.417
H: -5.21 -0.63 -0.20  0.361
H: 1.26 0.54 -1.33  -0.118
O: -1.78 2.93 1.03  -0.468
H: 3.39 2.44 0.65  0.259
C: -3.40 -0.70 -0.14  0.248
H: 2.77 -2.12 -0.83  0.429
C: 2.18 -0.04 -1.19  -0.160
H: -1.06 -1.74 -0.23  0.422
H: 1.49 -3.68 0.69  0.256
O: -0.02 2.69 -0.34  -0.667
C: 1.26 -1.62 0.66  0.156
H: -1.13 3.57 1.33  0.372
H: 2.02 -1.34 1.43  0.324
H: 0.39 -3.12 1.77  0.243
C: -1.95 1.30 -0.67  -0.830
H: 2.65 -0.06 -2.18  0.403
O: 0.29 0.38 1.65  -0.649
O: -4.54 -0.05 0.17  -0.420
H: -2.30 0.43 1.31  0.439
C: 0.14 -0.57 0.90  0.108

=====

Name the most stable of them. arrangement Q.

=====

Arrangement P

3 unconnected molecules or ions with the total composition C3H11NO3S, computed with ωB97M-V/def2-TZVPD.

* HOMO level: -9.22 eV
* 2S+1: 1
* HOMO-LUMO gap: 9.6 eV
* structure (SMILES): N[C@H](C=O)CS.O.O

Each line ends with the Mulliken charge.
Geometry (Å):
S: 0.76 2.41 -0.18  -0.221
C: -1.76 -0.88 -0.57  -0.107
O: 2.37 -0.12 1.82  -0.648
H: 2.53 -0.68 1.05  0.313
H: 0.76 2.31 1.17  0.145
H: 1.63 -2.09 -2.01  0.312
H: -1.71 2.14 0.83  0.205
H: 0.73 0.38 -1.43  0.308
C: 0.22 0.70 -0.53  -0.369
H: 2.04 -0.81 2.40  0.318
H: -2.85 -1.06 -0.42  0.403
O: 1.88 -2.13 -1.09  -0.637
N: -1.99 1.20 0.63  -0.525
H: -1.66 1.13 -1.39  0.184
H: 0.56 0.00 0.24  -0.083
O: -0.97 -1.77 -0.72  -0.497
H: 1.06 -1.86 -0.65  0.343
H: -2.27 0.57 1.35  0.166
C: -1.33 0.58 -0.50  0.390

=====

Arrangement Q

3 unconnected molecules or ions with the total composition C3H11NO3S, computed with ωB97M-V/def2-TZVPD.

* HOMO level: -9.50 eV
* 2S+1: 1
* HOMO-LUMO gap: 9.9 eV
* structure (SMILES): O=CNCCS.O.O

Each line ends with the Mulliken charge.
Geometry (Å):
H: 0.44 -0.15 -0.76  0.451
H: -0.12 2.30 -0.33  0.305
H: -1.14 -1.62 1.27  0.230
H: 6.51 1.73 -3.63  0.320
C: -0.52 -0.33 -0.30  -0.549
O: -0.93 2.80 1.45  -0.544
C: -0.54 -1.74 0.36  -0.649
H: -3.33 -1.22 1.14  0.299
O: -4.05 -0.69 1.48  -0.617
H: -1.24 -2.38 -0.17  0.416
H: 1.40 -1.41 1.66  0.139
H: -1.40 -0.30 -0.95  0.290
S: 1.05 -2.38 0.81  -0.217
H: -4.78 -0.82 0.86  0.319
O: 6.07 1.54 -2.79  -0.636
N: -0.66 0.63 0.82  -0.127
H: 5.17 1.77 -3.03  0.316
C: -0.60 1.97 0.62  0.060
H: -1.33 0.29 1.49  0.192

=====

Name the most stable of them. arrangement Q.

=====

Arrangement P

A single C11H17N3 molecule, computed with ωB97M-V/def2-TZVPD.

* HOMO level: -7.66 eV
* 2S+1: 1
* HOMO-LUMO gap: 8.4 eV
* structure (SMILES): c1cncc(N2CCCNCCC2)c1

Each line ends with the Mulliken charge.
Geometry (Å):
H: 5.15 0.30 -1.07  0.262
N: 3.46 1.19 -0.18  -0.582
C: 3.49 -1.21 -0.40  -0.545
C: 2.25 1.18 0.29  -0.317
N: -2.77 0.17 -0.38  -0.235
H: -2.46 1.54 -1.98  0.380
H: -1.24 1.08 1.79  0.590
H: 1.82 2.19 0.48  0.341
H: -3.38 -1.70 0.19  0.368
H: -0.48 -1.77 -1.03  0.374
H: -0.38 2.65 -0.66  0.408
C: 4.10 0.09 -0.58  -0.194
H: -1.27 -2.85 0.14  0.334
C: -1.14 -1.76 -0.13  -0.308
C: -1.87 1.13 -1.10  -0.761
H: 0.00 -1.77 1.69  0.626
C: 2.18 -1.20 0.04  -0.524
H: -1.81 2.87 0.25  0.326
C: -2.58 -1.23 -0.47  -0.823
C: -1.11 2.10 -0.18  -0.449
H: -2.76 -1.48 -1.58  0.258
H: 1.61 -2.15 0.21  0.272
C: -0.57 1.34 0.99  -1.648
H: -0.01 2.05 1.53  0.643
H: -3.09 0.55 0.55  0.299
N: 0.20 0.09 0.77  0.215
C: 1.53 0.00 0.42  1.090
H: 4.02 -2.09 -0.87  0.324
H: -0.97 0.58 -1.60  0.182
C: -0.57 -1.08 1.11  -1.474
H: -1.35 -0.82 1.79  0.569

=====

Arrangement Q

A single C11H17N3 molecule, computed with ωB97M-V/def2-TZVPD.

* HOMO level: -8.98 eV
* 2S+1: 1
* HOMO-LUMO gap: 9.6 eV
* structure (SMILES): CC(C)(C)C1=C=NN2N=C2CCCC1

Each line ends with the Mulliken charge.
Geometry (Å):
H: 3.03 1.04 -1.62  0.410
H: 3.00 0.21 0.04  0.205
H: -0.01 -2.03 2.28  0.492
H: -0.90 -2.62 0.99  0.460
H: 0.51 1.14 -2.69  0.451
H: 0.53 -1.76 0.62  0.345
H: -1.20 -0.04 3.25  0.592
H: -1.69 0.02 -1.94  0.317
H: 0.39 0.31 2.74  0.437
C: 2.44 0.58 -0.90  -0.365
H: -0.74 -1.46 -1.47  0.310
C: 1.74 1.77 -0.30  0.762
H: 2.47 -0.67 -2.59  0.421
N: 1.04 2.96 -0.54  -0.331
H: 1.64 -1.44 -1.17  0.172
C: -0.97 -0.47 1.28  2.322
C: -0.65 0.32 -0.02  -0.051
C: -0.73 -0.31 -1.41  -0.724
C: 0.41 0.03 -2.37  -0.719
C: 1.77 -0.46 -1.76  -0.563
C: -0.32 -1.83 1.28  -1.974
H: 0.15 -0.51 -3.41  0.340
C: -2.52 -0.77 1.21  -1.318
N: 1.91 2.61 0.62  -0.610
C: -0.62 1.63 -0.07  -0.229
C: -0.63 0.42 2.52  -2.004
H: -3.09 -0.17 0.43  0.265
H: -2.97 -0.87 2.24  0.295
N: -0.33 2.80 -0.33  -0.528
H: -0.99 1.42 2.39  0.485
H: -2.67 -1.82 0.71  0.334

=====

Name the most stable of them. arrangement P.

=====

Arrangement P

A single C2H5NO molecule, computed with ωB97M-V/def2-TZVPD.

* HOMO level (alpha / beta): -6.98 / -10.30 eV
* 2S+1: 3
* HOMO-LUMO gap (alpha / beta): 8.2 / 9.9 eV

Each line ends with the Mulliken spin population.
Geometry (Å):
N: 0.20 -0.45 0.17  0.788
H: 0.09 -0.15 2.15  0.003
H: -1.16 0.72 1.35  0.024
H: 0.54 1.35 1.22  0.037
H: -0.33 -0.03 -2.85  0.025
C: -0.07 0.42 1.24  0.010
H: 0.22 -1.64 -1.85  0.020
C: 0.05 -0.50 -1.97  0.869
O: -0.23 0.09 -0.87  0.223

=====

Arrangement Q

2 unconnected molecules or ions with the total composition C2H5NO, computed with ωB97M-V/def2-TZVPD.

* HOMO level (alpha / beta): -5.48 / -10.12 eV
* 2S+1: 3
* HOMO-LUMO gap (alpha / beta): 6.6 / 8.1 eV

Each line ends with the Mulliken spin population.
Geometry (Å):
C: 0.41 0.10 0.75  0.952
H: -0.19 0.48 1.56  0.017
H: 0.52 -0.11 -2.12  0.026
H: -1.92 -0.52 -0.48  0.058
H: 1.13 0.80 0.36  -0.002
O: -1.06 1.04 -1.63  0.125
C: -1.02 -0.03 -0.80  0.790
N: -0.50 -0.21 -2.08  0.014
H: 0.74 -0.91 0.85  0.020

=====

Name the most stable of them. arrangement P.

=====

Arrangement P

A molecular structure, C4H11N3S, computed with ωB97M-V/def2-TZVPD.

* HOMO level (alpha / beta): -8.15 / -8.15 eV
* 2S+1: 1
* HOMO-LUMO gap (alpha / beta): 7.0 / 7.1 eV

Each line ends with the Mulliken charge.
Geometry (Å):
H: 0.16 0.03 2.25  0.252
H: 0.21 1.76 2.64  0.383
H: -1.54 1.57 1.11  0.302
H: -1.37 -1.64 -0.34  0.393
H: 1.08 -2.83 -1.22  -0.168
C: 0.46 1.03 1.88  -0.822
N: 0.98 1.05 -1.73  -0.700
S: 0.42 -0.80 -3.52  -0.065
H: 1.54 0.98 1.58  0.239
N: 0.38 -1.00 -2.00  -0.207
H: -2.21 -0.55 0.95  0.269
H: 1.45 -3.25 -1.79  0.155
N: -0.50 0.15 -0.06  0.102
C: 0.32 0.12 -1.15  0.762
H: -0.24 2.34 0.24  0.412
H: -0.78 -1.41 1.20  0.383
C: -0.43 1.38 0.76  -0.863
C: -1.24 -0.87 0.43  -1.038
H: 1.31 1.92 -1.22  0.212

=====

Arrangement Q

A single C4H11N3S molecule, computed with ωB97M-V/def2-TZVPD.

* HOMO level: -9.08 eV
* 2S+1: 1
* HOMO-LUMO gap: 9.8 eV
* structure (SMILES): CNS(=N)(=N)C1CC1

Each line ends with the Mulliken charge.
Geometry (Å):
H: -3.41 -0.10 0.12  0.277
H: -2.24 0.41 -1.25  0.255
H: -2.79 1.68 -0.14  0.223
H: 2.18 0.45 -1.18  0.312
H: 1.66 -1.22 1.29  0.471
H: -0.74 -1.47 -2.05  0.238
H: -0.73 -3.10 0.18  0.229
C: 1.71 1.00 0.75  -0.249
S: -0.15 -1.05 -0.07  0.980
H: 0.88 1.82 0.48  0.145
N: -1.49 0.10 0.76  -0.510
C: -2.49 0.55 -0.17  -0.662
C: 2.45 0.20 -0.22  -0.655
N: -0.20 -2.40 0.63  -0.803
C: 1.34 -0.43 0.68  -0.398
H: 2.06 1.36 1.73  0.266
H: -1.75 -0.67 1.36  0.333
H: 3.50 0.10 0.03  0.266
N: 0.00 -0.97 -1.64  -0.717

=====

Name the most stable of them. arrangement P.